(1)
C16H20N6O4S | the ωB97M-V functional and the def2-TZVPD basis

As for the SMILES: CCCn1c(SCC(=O)Nc2cc(C)on2)nc2c1c(=O)n(C)c(=O)n2C. The LUMO energy is 0.380 eV. The energy above the lowest of the compared OMol25 structures with the same formula, charge and spin is 0.000 eV.

Structure (ORCA input):
```
! wB97M-V def2-TZVPD RIJCOSX def2/J DEFGRID3
* xyz 0 1
C -3.402 -3.183 2.350
C -2.332 -2.339 1.672
C -2.707 -2.055 0.215
N -1.709 -1.245 -0.432
C -0.549 -1.649 -0.982
S -0.020 -3.301 -1.058
C 1.544 -3.022 -1.945
C 2.354 -1.840 -1.421
O 2.981 -1.131 -2.166
N 2.386 -1.756 -0.058
C 2.786 -0.636 0.639
C 3.551 0.471 0.191
C 3.607 1.281 1.289
C 4.233 2.604 1.517
O 2.939 0.704 2.303
N 2.428 -0.484 1.893
N 0.203 -0.656 -1.426
C -0.495 0.460 -1.131
C -1.692 0.136 -0.510
C -2.637 1.128 -0.102
O -3.720 0.938 0.419
N -2.162 2.414 -0.382
C -3.010 3.536 -0.010
C -0.960 2.767 -0.979
O -0.655 3.926 -1.152
N -0.125 1.740 -1.371
C 1.136 2.054 -2.010
H -4.356 -2.663 2.338
H -3.128 -3.378 3.383
H -3.519 -4.135 1.837
H -1.372 -2.860 1.703
H -2.223 -1.389 2.198
H -2.800 -2.994 -0.339
H -3.650 -1.506 0.178
H 2.114 -3.946 -1.835
H 1.327 -2.851 -2.999
H 1.822 -2.398 0.484
H 3.971 0.613 -0.780
H 4.814 2.589 2.436
H 3.464 3.370 1.620
H 4.876 2.856 0.680
H -3.250 4.126 -0.893
H -2.487 4.173 0.703
H -3.915 3.129 0.435
H 0.954 2.623 -2.921
H 1.746 2.660 -1.339
H 1.640 1.119 -2.239
*
```

---

(2)
C16H20N7O4SW | the ωB97M-V functional and the def2-TZVPD basis

The LUMO energy (alpha / beta) is -4.340 / -4.599 eV. As for the expectation value of S²: 2.02. The energy above the lowest of the compared OMol25 structures with the same formula, charge and spin is 0.000 eV.

Structure (ORCA input):
```
! wB97M-V def2-TZVPD RIJCOSX def2/J DEFGRID3
* xyz 1 3
W 0.566 0.406 -1.434
C 2.432 0.922 3.013
C 0.970 0.695 3.406
C 0.479 -0.617 2.831
C 0.503 -1.734 3.659
C 0.308 -3.013 3.165
C 0.177 -3.204 1.803
C 0.159 -2.120 0.933
C 0.252 -2.416 -0.538
C 1.569 -3.064 -0.938
C 0.204 -0.830 1.469
N -0.004 0.286 0.589
C -0.707 1.325 1.007
C -0.688 2.471 0.211
C -1.217 3.765 0.281
C -0.744 4.440 -0.842
C 0.050 3.546 -1.567
N 0.092 2.359 -0.936
H 2.814 1.840 3.457
H 2.539 1.000 1.928
H 3.056 0.093 3.348
H 0.388 1.564 3.106
H 0.878 0.644 4.491
H 0.704 -1.591 4.714
H 0.314 -3.861 3.835
H 0.111 -4.208 1.402
H 0.091 -1.504 -1.179
H -0.599 -2.998 -0.903
H 2.419 -2.464 -0.612
H 1.623 -3.204 -2.015
H 1.639 -4.040 -0.459
H -1.266 1.270 1.933
H -1.837 4.161 1.069
H -0.923 5.470 -1.102
H 0.589 3.701 -2.489
O 3.690 0.085 -3.625
S 2.556 0.222 -2.813
O 1.359 -0.731 -3.027
O 2.677 0.074 -1.297
O 1.746 1.519 -2.847
N -4.303 -1.265 -3.153
N -3.360 -0.377 -2.684
N -3.563 0.920 -2.707
C -2.402 1.386 -2.291
N -1.546 0.377 -2.046
N -2.189 -0.755 -2.306
H -5.217 -0.843 -3.027
H -4.219 -2.136 -2.641
H -2.173 2.432 -2.172
*
```

---

(3)
C16H20NOPb | the ωB97M-V functional and the def2-TZVPD basis

The LUMO energy is 2.540 eV.

Structure (ORCA input):
```
! wB97M-V def2-TZVPD RIJCOSX def2/J DEFGRID3
* xyz -1 1
Pb -0.069 -1.771 0.277
C -0.798 -1.750 3.370
C 0.535 -2.249 3.278
C 1.363 -1.203 2.767
H 0.869 -3.231 3.604
C 0.532 -0.054 2.556
C -0.797 -0.399 2.930
H -1.650 0.287 2.957
H -1.652 -2.293 3.764
H 2.446 -1.241 2.636
H 0.870 0.938 2.254
C -2.780 -1.648 -0.708
C -2.927 -0.804 0.438
C -2.406 0.476 0.111
H -3.410 -1.077 1.376
C -1.958 0.436 -1.237
C -2.167 -0.875 -1.743
H -1.940 -1.210 -2.754
H -3.117 -2.679 -0.786
H -2.383 1.351 0.759
H -1.630 1.295 -1.816
O 0.849 0.430 -1.330
C 1.349 1.767 -1.430
C 2.743 1.311 -1.943
C 1.394 2.521 -0.118
C 0.621 2.550 -2.498
C 2.088 -0.058 -1.960
H 3.534 1.423 -1.196
H 3.016 1.706 -2.926
H 1.866 -0.454 -2.963
H 2.576 -0.805 -1.317
H 2.183 3.284 -0.196
H 1.618 1.863 0.727
H 0.436 3.035 0.042
H 1.298 3.310 -2.906
H -0.245 3.075 -2.080
H 0.289 1.902 -3.316
N -1.488 -5.122 0.745
C -1.060 -4.035 0.634
*
```

---

| no. | energy (eV) |
| --- | --- |
| 1 | -44883.72135 |
| 2 | -48190.49725 |
| 3 | -25699.63185 |